No. 1
ORCA calculation (wB97M-V/def2-TZVPD) on a 12-piece molecular cluster, C50H90N8O16 overall at a distorted geometry.

Positions of all 164 atoms, in Å:
O1 -1.49 -6.38 -2.76
O2 6.73 -0.04 1.52
O3 2.83 3.26 2.56
O4 -6.08 1.77 -5.62
O5 0.08 2.26 -5.19
O6 -1.72 3.37 -5.94
O7 8.29 -1.56 1.56
O8 -1.33 0.72 1.57
O9 -0.63 -1.32 1.79
O10 6.77 4.53 -1.52
O11 3.02 5.42 2.57
O12 5.60 6.12 -2.60
O13 5.08 -1.40 -3.23
O14 -5.33 4.29 -1.74
O15 -5.48 1.78 -3.47
O16 4.99 0.41 -4.61
N1 3.74 -3.91 -0.67
N2 2.40 -3.77 1.16
N3 -2.12 -5.98 -1.59
N4 1.59 1.06 5.43
N5 -4.45 4.53 -0.66
N6 2.87 0.95 -0.67
N7 0.86 0.90 -1.80
N8 -0.52 1.76 5.29
C1 3.15 0.99 -2.03
C2 -0.37 -4.52 -0.96
C3 0.41 4.56 -5.69
C4 -3.28 3.66 -0.79
C5 3.79 1.08 0.41
C6 -3.56 -4.12 -2.39
C7 -0.45 3.32 -5.58
C8 1.24 1.43 6.73
C9 -1.14 -0.67 -1.88
C10 -2.89 -0.88 2.15
C11 3.46 -0.49 5.61
C12 3.14 -4.56 0.37
C13 -0.28 -6.94 -0.40
C14 -4.25 -6.57 -2.63
C15 0.54 1.39 4.51
C16 5.75 5.06 -2.00
C17 7.21 -1.09 2.00
C18 -1.84 2.14 4.78
C19 -3.76 2.14 -0.65
C20 -0.65 0.82 -2.13
C21 2.87 -3.88 3.62
C22 1.52 0.91 -0.55
C23 -2.84 3.99 1.70
C24 5.32 -0.75 -4.31
C25 -6.26 3.95 1.11
C26 3.31 -2.59 -0.54
C27 -5.32 1.54 -4.69
C28 -3.97 1.08 -5.08
C29 4.55 -4.52 -1.70
C30 5.96 -1.55 -5.44
C31 2.52 -2.54 0.59
C32 -4.21 -5.33 -0.31
C33 4.49 4.25 -2.01
C34 -1.54 -0.44 1.81
C35 -5.10 4.96 0.71
C36 -1.10 -5.71 -0.49
C37 0.75 4.61 2.70
C38 -2.22 4.02 0.27
C39 6.42 -1.85 3.03
C40 2.91 0.75 4.96
C41 -3.27 -4.74 0.71
C42 -1.92 -5.57 0.82
C43 -3.60 -5.44 -1.74
C44 2.29 4.39 2.50
C45 -0.06 1.80 6.61
C46 -5.65 6.36 0.55
C47 1.95 0.97 -2.67
C48 1.85 -4.20 2.50
C49 -4.02 5.00 1.87
C50 -2.61 3.97 -2.15
H1 4.14 1.13 -2.45
H2 -3.75 -6.68 -3.59
H3 -4.16 -7.57 -2.21
H4 -2.22 4.93 -2.47
H5 -1.36 3.36 0.23
H6 7.07 -2.18 3.84
H7 -5.28 -6.30 -2.84
H8 -1.85 3.03 4.15
H9 -1.27 -5.02 1.51
H10 -3.74 0.21 -4.47
H11 -3.07 1.49 -0.12
H12 0.85 -3.78 2.65
H13 -2.81 -1.26 3.16
H14 -6.68 4.32 2.04
H15 0.55 -4.42 -0.39
H16 3.17 -5.64 0.44
H17 1.72 0.98 -3.73
H18 -1.83 5.03 0.10
H19 -2.09 4.13 2.48
H20 -3.10 -3.39 -1.72
H21 3.72 4.79 -2.56
H22 0.05 -4.53 -1.97
H23 -5.80 2.98 1.32
H24 -1.72 3.35 -2.18
H25 -2.23 -0.64 -1.85
H26 3.62 1.58 5.00
H27 -1.05 1.48 -1.37
H28 6.07 -2.80 2.61
H29 4.67 3.28 -2.48
H30 6.08 -2.57 -5.08
H31 -3.06 2.95 1.92
H32 3.55 -1.87 -1.32
H33 -6.21 6.80 1.39
H34 -0.97 -7.79 -0.37
H35 -0.90 1.28 -3.08
H36 -4.37 4.95 2.90
H37 0.86 4.50 -6.68
H38 -0.69 2.11 7.43
H39 -2.44 1.35 4.34
H40 3.07 -2.83 3.83
H41 -0.92 -3.61 -0.75
H42 -3.20 1.81 -4.83
H43 -6.49 6.31 -0.14
H44 4.12 4.02 -1.01
H45 2.79 0.65 3.88
H46 -0.75 -1.30 -2.67
H47 0.24 4.53 1.75
H48 6.83 -1.07 -5.88
H49 0.46 5.55 3.17
H50 -0.18 5.47 -5.67
H51 -4.53 -3.63 -2.30
H52 0.24 3.89 3.35
H53 2.42 -4.13 4.58
H54 -3.85 0.89 -6.15
H55 -4.94 7.10 0.18
H56 -4.05 1.61 -1.55
H57 4.27 2.04 0.23
H58 -4.53 -6.27 0.13
H59 -3.23 -3.91 -3.41
H60 0.43 -7.18 -1.19
H61 -3.15 -1.74 1.53
H62 0.90 0.83 0.33
H63 -3.72 -4.70 1.70
H64 1.97 1.45 7.53
H65 -7.06 3.87 0.37
H66 3.73 -0.33 6.66
H67 -3.16 3.58 -3.01
H68 3.13 1.18 1.27
H69 0.31 -7.08 0.50
H70 1.70 -5.28 2.43
H71 -3.57 6.00 1.81
H72 1.96 -1.73 1.03
H73 -2.30 -6.47 1.29
H74 -3.59 -0.11 1.81
H75 5.20 -1.62 -6.23
H76 5.59 -4.30 -1.49
H77 -0.78 -0.96 -0.89
H78 4.30 -5.58 -1.76
H79 3.73 -4.54 3.50
H80 4.43 -0.71 5.16
H81 2.71 -1.28 5.66
H82 1.10 4.74 -4.86
H83 -5.12 -4.73 -0.37
H84 4.49 0.26 0.57
H85 4.38 -4.07 -2.68
H86 -4.71 2.05 -0.12
H87 -2.89 -3.76 0.44
H88 5.65 -1.23 3.50
H89 0.57 1.17 3.46
H90 -2.43 2.64 5.55

The net charge is -3. The expectation value of S² is 1.765. The value obtained for the HOMO-LUMO gap (alpha / beta) is 0.1481 / 0.0927 Eh. As for the multiplicity: 2.

***

No. 2
ORCA calculation (wB97M-V/def2-TZVPD) on a 11-piece molecular cluster, C50H90O16 overall at a distorted geometry.

Positions of all 156 atoms, in Å:
O1 15.00 17.34 18.85
O2 13.56 18.70 19.83
O3 13.51 13.09 18.78
O4 7.93 17.83 15.12
O5 17.71 15.26 17.42
O6 16.37 19.69 21.18
O7 9.51 16.33 15.37
O8 12.43 14.93 18.45
O9 18.02 21.11 13.28
O10 15.34 17.50 14.28
O11 10.85 20.18 14.31
O12 18.20 20.82 15.50
O13 17.37 14.19 19.36
O14 13.38 17.43 15.38
O15 17.89 20.40 19.65
O16 10.82 21.81 15.89
C1 12.78 24.98 14.70
C2 13.13 19.56 11.00
C3 17.97 21.39 18.64
C4 18.46 18.94 13.88
C5 10.24 21.17 15.07
C6 7.66 16.17 16.82
C7 14.53 14.49 17.16
C8 14.47 18.92 10.95
C9 14.77 19.20 16.04
C10 15.21 24.51 14.41
C11 11.12 12.49 11.54
C12 18.13 17.41 18.22
C13 18.14 16.54 17.01
C14 14.62 18.01 15.09
C15 15.66 21.13 19.35
C16 11.98 11.68 10.54
C17 14.72 17.16 21.25
C18 18.13 20.36 12.03
C19 11.57 21.38 10.12
C20 13.24 19.04 21.22
C21 16.63 20.34 20.16
C22 14.01 25.34 13.90
C23 18.43 16.40 19.35
C24 13.39 19.49 16.51
C25 11.16 22.32 9.01
C26 8.59 15.01 17.13
C27 18.21 20.37 14.35
C28 16.54 24.55 13.55
C29 13.35 14.25 18.11
C30 16.48 21.62 18.20
C31 8.62 20.39 13.49
C32 10.89 13.95 11.16
C33 10.70 21.68 7.68
C34 12.23 10.22 11.05
C35 12.99 20.80 10.01
C36 13.81 17.95 22.17
C37 17.17 25.97 13.46
C38 9.68 15.05 16.00
C39 12.69 18.15 16.35
C40 8.80 21.34 14.63
C41 10.19 14.65 12.32
C42 18.09 26.32 14.58
C43 17.75 15.18 18.82
C44 9.90 19.59 13.39
C45 14.80 12.55 18.31
C46 14.42 17.68 19.83
C47 18.02 18.87 12.45
C48 9.63 16.07 11.85
C49 15.02 13.09 16.93
C50 8.35 16.90 15.71
H1 12.93 20.27 15.83
H2 18.53 21.03 17.80
H3 15.30 19.57 11.12
H4 15.39 18.80 16.77
H5 17.07 18.44 12.23
H6 11.50 21.31 7.05
H7 7.82 19.64 13.58
H8 11.29 9.68 11.16
H9 15.37 20.00 15.62
H10 17.72 25.96 15.53
H11 10.11 22.46 7.10
H12 8.09 14.06 17.05
H13 12.87 19.92 12.03
H14 17.83 18.39 14.58
H15 14.31 15.11 16.25
H16 14.52 18.38 10.01
H17 18.92 18.17 18.20
H18 12.71 17.52 17.28
H19 16.06 13.01 16.63
H20 11.64 18.17 16.03
H21 11.45 11.62 9.60
H22 9.36 14.02 12.64
H23 17.15 17.82 18.43
H24 17.47 16.85 16.21
H25 14.89 23.48 14.46
H26 12.91 12.22 10.43
H27 9.63 14.34 15.21
H28 9.68 18.54 13.62
H29 15.22 15.11 17.79
H30 14.71 11.44 18.31
H31 7.56 16.81 17.69
H32 10.93 14.80 13.10
H33 19.14 16.52 16.55
H34 19.18 20.65 11.73
H35 14.34 16.12 21.21
H36 17.75 26.05 12.54
H37 14.18 26.38 14.02
H38 13.88 25.11 12.86
H39 10.54 16.75 11.70
H40 19.51 18.77 14.05
H41 13.36 19.82 17.52
H42 16.40 22.74 18.10
H43 8.30 21.00 12.61
H44 12.70 10.36 12.03
H45 18.28 27.39 14.59
H46 14.45 12.51 16.21
H47 12.36 18.85 10.68
H48 10.11 12.00 11.52
H49 12.83 9.68 10.40
H50 18.33 22.30 19.09
H51 17.32 23.91 13.88
H52 10.04 20.83 7.86
H53 16.26 21.13 17.23
H54 8.12 21.14 15.50
H55 16.35 26.74 13.39
H56 11.91 23.03 8.80
H57 15.44 24.76 15.45
H58 18.05 16.64 20.32
H59 12.86 25.26 15.73
H60 17.43 20.69 11.33
H61 10.73 14.95 16.42
H62 13.03 17.34 22.54
H63 15.30 21.96 19.97
H64 13.23 20.54 8.97
H65 16.24 24.22 12.54
H66 12.41 23.93 14.76
H67 14.91 20.37 19.05
H68 18.71 18.28 11.86
H69 14.50 18.19 11.75
H70 19.49 16.25 19.52
H71 11.48 12.33 12.53
H72 11.96 25.61 14.30
H73 13.72 21.53 10.40
H74 15.84 17.19 21.29
H75 11.81 14.39 11.00
H76 18.98 25.73 14.36
H77 10.23 19.51 12.38
H78 10.32 22.85 9.40
H79 14.38 18.38 22.97
H80 9.09 16.50 12.68
H81 10.79 20.58 10.22
H82 15.56 12.92 19.02
H83 9.05 16.05 10.94
H84 9.08 15.09 18.13
H85 11.62 21.92 11.10
H86 6.61 15.91 16.58
H87 10.20 14.01 10.28
H88 13.62 20.03 21.45
H89 12.15 19.09 21.30
H90 8.66 22.36 14.41

The value obtained for the HOMO-LUMO gap is 0.3822 Eh. As for the multiplicity: 1.